No. 1
{
  "formula": "C17H24N3O2PRu",
  "method": "ωB97M-V/def2-TZVPD",
  "elements": ["N", "C", "C", "H", "H", "H", "N", "C", "C", "H", "H", "H", "N", "C", "C", "H", "H", "H", "Ru", "C", "O", "C", "O", "C", "C", "C", "C", "C", "C", "H", "H", "H", "H", "H", "H", "C", "P", "C", "C", "H", "H", "H", "H", "H", "H", "H", "H", "H"],
  "coordinates": [[-0.8908, -0.6701, 3.3982], [-1.3136, -0.6251, 4.4749], [-1.8901, -0.6497, 5.7936], [-1.8640, -1.6594, 6.2207], [-2.9206, -0.3064, 5.7183], [-1.3578, 0.0239, 6.4640], [-1.2019, 4.7922, -0.1896], [-1.3618, 5.1488, -1.2886], [-1.6230, 5.5564, -2.6810], [-2.6766, 5.8725, -2.7768], [-1.3934, 4.7361, -3.3814], [-1.0061, 6.4248, -2.9570], [1.8765, -1.2284, -3.5291], [2.3581, -2.2869, -3.5760], [2.8529, -3.6467, -3.7329], [3.8279, -3.6218, -4.2437], [2.1615, -4.2267, -4.3639], [2.9615, -4.1257, -2.7480], [-0.4734, 0.4695, -0.3227], [0.7120, 1.4846, -1.3966], [1.3818, 2.1509, -2.0765], [-0.1305, 1.8143, 0.9642], [-0.1031, 2.5634, 1.8726], [-2.5741, 0.0520, 0.4059], [-1.8361, -1.1286, 0.2509], [-1.2977, -1.4628, -1.0121], [-1.4266, -0.5548, -2.0689], [-2.0106, 0.7152, -1.8443], [-2.6858, 0.9602, -0.6412], [-3.0376, 0.2509, 1.3659], [-1.6841, -1.7642, 1.1046], [-0.7316, -2.3858, -1.1412], [-1.0109, -0.8042, -3.0492], [-1.9862, 1.4696, -2.6318], [-3.1880, 1.9004, -0.4613], [1.9803, -0.0412, 2.3155], [1.3271, -0.8615, 0.8250], [2.8531, -0.7834, -0.1602], [0.9489, -2.6388, 1.0531], [2.5198, 0.8560, 1.9657], [2.7007, -0.7183, 2.7974], [1.1537, 0.2033, 2.9995], [3.5938, -1.4545, 0.3030], [2.6581, -1.0376, -1.2114], [3.2008, 0.2547, -0.1051], [1.7671, -3.1340, 1.5996], [0.0187, -2.7530, 1.6234], [0.8215, -3.1304, 0.0744]],
  "atomic_forces_ev_per_a": [[-0.3377, 0.2609, 0.2215], [0.3416, -0.4151, -0.9205], [-0.1548, 0.0514, 0.5284], [0.0000, 0.1604, -0.2060], [-0.1086, -0.0672, 0.0908], [0.0841, 0.0222, -0.0180], [0.5869, -1.3058, 3.4027], [-0.9936, 2.4526, -5.8020], [-0.6343, 0.1999, 2.2042], [0.0462, -0.4511, 0.0854], [0.2114, -0.0749, -0.2063], [0.6787, -0.0552, 0.0126], [0.4408, -1.1964, 0.6726], [-0.9745, 1.1476, -0.3812], [0.3811, -0.2509, -0.1417], [-0.2565, -0.0368, 0.2402], [0.1635, 0.2328, 0.2707], [0.0198, 0.0849, -0.4002], [2.6457, 1.3852, -1.5691], [3.9503, 3.6675, -4.3907], [-2.8844, -2.9295, 3.0610], [-0.2155, 6.3626, 7.6888], [0.1187, -3.8157, -4.8798], [-0.6448, 0.2653, 0.7153], [-0.7413, -2.2093, -0.5370], [-1.3058, -1.5644, 0.2414], [0.3812, -0.4599, -0.9336], [-1.2092, 0.0975, -0.7717], [-1.5022, 0.5248, -0.2801], [0.1206, 0.1112, 0.0574], [-0.1596, -0.1748, 0.1745], [-0.3237, 0.2026, -0.1264], [0.1724, 0.1950, 0.2611], [-0.1087, -0.3174, 0.1007], [-0.1666, 0.0289, -0.1039], [-1.0211, 0.9205, 0.2285], [3.6383, -3.4010, 2.2850], [-0.7192, 0.8319, -1.3746], [-0.6455, 0.2455, -0.1361], [-0.2300, -0.2853, 0.2832], [-0.1542, -0.2024, -0.1436], [0.5769, -0.0913, -0.0013], [-0.2538, -0.0974, 0.0720], [0.3946, -0.1330, 0.1405], [0.1852, -0.2534, -0.0986], [-0.0668, 0.2423, -0.0579], [0.3956, -0.0932, 0.0978], [0.2791, 0.1877, 0.3440]],
  "total_charge": 4,
  "lumo_energy_ev": [-13.50, -19.37],
  "multiplicity": 5,
  "orbital_gap_ev": [6.568, 2.215]
}

=====

No. 2
{
  "formula": "C16H48AlB4O8S4",
  "method": "ωB97M-V/def2-TZVPD",
  "elements": ["Al", "B", "H", "H", "H", "H", "B", "H", "H", "H", "H", "B", "H", "H", "H", "H", "B", "H", "H", "H", "H", "C", "C", "C", "S", "O", "O", "C", "H", "H", "H", "H", "H", "H", "H", "H", "C", "C", "C", "S", "O", "O", "C", "H", "H", "H", "H", "H", "H", "H", "H", "C", "C", "C", "S", "O", "O", "C", "H", "H", "H", "H", "H", "H", "H", "H", "C", "C", "C", "S", "O", "O", "C", "H", "H", "H", "H", "H", "H", "H", "H"],
  "coordinates": [[-0.8086, 0.2554, -0.6328], [-3.9483, 0.5915, -0.4850], [-3.4325, 1.1040, -1.2821], [-3.6231, -0.4343, -0.4062], [-3.5993, 1.0356, 0.4344], [-5.0085, 0.5540, -0.6819], [1.4115, 1.8970, -2.1944], [2.1868, 1.2069, -2.4890], [1.4026, 2.1239, -1.1396], [1.6010, 2.8223, -2.7160], [0.4756, 1.4906, -2.5456], [-2.8812, -0.7534, 2.1239], [-3.3088, -1.1692, 1.2246], [-3.0684, -1.3115, 3.0281], [-1.8383, -0.4957, 2.0231], [-3.3838, 0.1917, 2.2596], [1.4888, -1.7530, 0.3243], [2.0295, -2.6231, 0.6632], [0.8011, -1.5983, 1.1412], [2.0899, -0.8602, 0.2477], [0.9005, -1.9154, -0.5655], [0.7506, 0.9594, -5.7645], [1.8437, -0.0684, -6.1138], [1.9880, -1.0091, -4.9234], [0.2674, -1.3207, -4.3078], [0.1145, -1.2171, -2.8839], [-0.3761, -2.4184, -5.0561], [-0.3169, 0.2429, -5.0642], [0.2451, 1.4801, -6.5778], [1.1919, 1.7704, -5.1852], [2.7761, 0.3665, -6.4737], [1.7046, -0.8389, -6.8721], [2.4144, -0.3490, -4.1681], [2.4146, -2.0039, -5.0522], [-0.7279, 0.9004, -4.2981], [-1.2458, -0.0573, -5.5491], [-3.0451, 2.6257, 4.4920], [-3.3802, 4.0581, 4.2079], [-2.9065, 4.1027, 2.7421], [-1.4001, 3.0918, 2.5316], [-0.2478, 3.9386, 2.5832], [-1.6135, 2.1340, 1.4870], [-1.5725, 2.2374, 4.1261], [-3.7598, 1.8975, 4.1087], [-2.9389, 2.4952, 5.5690], [-2.8315, 4.7184, 4.8795], [-4.4325, 4.3062, 4.3469], [-2.7509, 5.1429, 2.4561], [-3.7448, 3.7465, 2.1433], [-0.8560, 2.5346, 4.8918], [-1.4282, 1.1726, 3.9428], [3.8840, 2.1192, 3.9873], [4.6176, 1.3266, 2.9858], [3.7063, 0.5686, 1.9478], [2.4378, 1.8619, 1.6440], [1.1031, 1.4184, 1.3536], [2.8709, 3.0970, 0.8701], [2.4659, 2.2949, 3.3925], [4.4836, 3.0070, 4.1887], [3.7777, 1.6431, 4.9620], [5.3333, 0.6314, 3.4246], [5.2883, 1.9388, 2.3829], [3.1690, -0.2401, 2.4434], [4.0356, 0.1790, 0.9846], [1.6417, 1.6161, 3.6115], [2.0947, 3.3176, 3.4583], [0.4876, -5.3673, -0.5078], [0.5582, -4.6334, -1.9048], [-0.8391, -4.6376, -2.3379], [-1.8125, -4.0356, -0.9702], [-3.1675, -4.6124, -0.9621], [-1.6936, -2.5602, -0.9637], [-0.6369, -4.7441, 0.2981], [1.4221, -5.0981, -0.0155], [0.7607, -6.3805, -0.8028], [1.2262, -5.2049, -2.5492], [0.8614, -3.6253, -1.6220], [-1.2867, -5.5923, -2.6144], [-0.9977, -3.9363, -3.1572], [-1.1490, -5.4105, 0.9921], [-0.2647, -3.9383, 0.9307]],
  "atomic_forces_ev_per_a": [[0.5994, -0.7120, 0.4857], [0.5861, 1.7585, -0.2360], [1.9047, 3.3798, -3.3861], [1.2351, -5.1693, 1.6042], [1.5398, 1.3966, 3.2261], [-3.8067, -0.8056, -1.5934], [0.4103, -0.4253, 0.8653], [2.8296, -3.0628, -0.7228], [0.1851, 0.7454, 4.0797], [-0.0103, 3.8527, -1.9797], [-4.6598, -1.9343, -1.7724], [-0.0667, -0.6169, 0.8105], [-1.3444, -1.4027, -3.7625], [-0.1550, -2.0209, 3.8389], [4.9819, 0.0619, -1.1852], [-3.1082, 3.6455, 0.3264], [-0.2195, 1.2363, -0.2519], [2.1278, -3.7022, 0.8521], [-2.9395, 0.8653, 3.5895], [2.4835, 3.1486, -0.5070], [-2.0696, -0.7648, -3.9277], [0.6911, 0.0466, -1.5218], [0.1568, -1.5521, -1.1537], [-0.4692, 0.7159, 1.5797], [-0.6117, 1.6097, -2.4368], [0.1336, -0.5983, 0.5528], [1.1520, 0.8792, 1.0974], [-2.2952, -0.5491, 2.2507], [0.5662, -0.1772, -0.6419], [0.0132, -0.3247, 0.4971], [0.1902, 0.2604, 0.7492], [-1.2320, 0.6869, -0.9998], [0.3002, -0.8322, 0.8279], [0.4267, 0.4114, -0.1206], [0.2907, -0.2902, 0.5988], [0.4278, -0.0834, -0.9878], [1.0796, -1.7859, 2.7410], [1.1082, -0.4360, -0.9360], [-1.0273, 1.7301, -0.0260], [-0.5384, -0.3033, 1.4154], [0.4280, 0.5815, -0.3039], [0.0614, 0.1869, -0.7552], [-1.0880, 0.3147, -1.1121], [0.1127, 0.1250, -0.2064], [-0.9791, -0.2826, 0.3526], [0.2868, 0.0981, -0.2061], [-0.0193, -0.2230, -0.3096], [0.5572, -0.1535, -0.4100], [0.4205, -0.4735, -0.2995], [0.0090, 0.5330, -0.3323], [-0.3178, -0.0260, -0.1632], [-1.7288, -0.0080, 0.5858], [2.1050, -2.0800, -2.6478], [-0.6693, 0.8466, 0.5331], [1.1254, 4.3059, -0.9726], [-0.3596, -0.9691, -0.1415], [0.0326, -3.5713, 1.7668], [-0.2951, 1.2083, -0.4843], [-0.7074, 0.4673, -0.1774], [0.1201, -0.3744, -0.0715], [-0.2208, -0.3548, 0.1683], [-0.1909, 0.4608, -0.0073], [-0.2819, 0.0005, -0.1350], [0.6093, 0.2684, 0.2689], [0.3700, -0.1636, 1.3531], [-0.1674, -0.1205, -0.0750], [2.6096, 1.0673, -1.0652], [0.3783, -0.5823, 2.3543], [-1.6820, 0.5905, -1.6082], [-0.5992, 1.4383, 0.5498], [1.9029, 0.4191, 0.1248], [-0.2486, -1.8308, 0.1490], [-0.8436, -0.6955, 0.1177], [0.0413, 0.2705, 0.2894], [-1.7071, -0.8319, 0.8673], [0.0566, 0.5030, -0.1444], [0.3625, 0.1731, -0.8404], [0.2763, -0.2352, 0.0596], [-0.3194, 0.0196, -0.0533], [-0.3487, -0.1413, -0.3789], [0.0425, 0.3571, -0.4790]],
  "total_charge": -1,
  "lumo_energy_ev": -1.73,
  "relative_energy_kj_mol": 484.7,
  "orbital_gap_ev": 4.057
}

=====

No. 3
{
  "formula": "BrH12O6",
  "method": "ωB97M-V/def2-TZVPD",
  "elements": ["Br", "O", "H", "H", "O", "H", "H", "O", "H", "H", "O", "H", "H", "O", "H", "H", "O", "H", "H"],
  "coordinates": [[0.0712, 0.0961, -0.1529], [0.7358, -2.1897, -1.0051], [0.4684, -2.6670, -0.2196], [0.4389, -1.2925, -0.8534], [-2.3192, -0.9125, -0.0652], [-1.4286, -0.5657, -0.0121], [-2.8707, -0.1399, -0.1884], [0.1951, -0.1716, 2.5369], [-0.2434, -0.0489, 1.6949], [1.1273, -0.1941, 2.3210], [-1.6274, 0.5877, -1.9263], [-0.9759, 0.3576, -1.2638], [-1.7982, -0.2321, -2.3898], [0.6708, 2.7463, -0.6354], [0.4586, 1.8257, -0.7892], [1.2162, 2.7387, 0.1512], [2.1698, 0.3214, 1.0674], [2.4374, -0.5951, 0.9985], [1.2737, 0.3356, 0.7312]],
  "atomic_forces_ev_per_a": [[0.2322, 2.9316, 0.3112], [1.3032, -3.5538, -1.2959], [-0.1631, -0.1588, 0.1258], [0.4009, -1.4550, -0.9483], [-3.0690, -1.9847, 0.8936], [-1.4703, -0.7362, 0.5375], [-0.0707, 0.0858, -0.1959], [-0.9457, -0.5782, 2.5858], [-0.3429, -0.0882, 0.8798], [0.2153, 0.3068, 0.2174], [-2.4033, 1.5554, -3.5172], [-1.4512, 0.5948, -1.9907], [-0.2120, -0.1687, -0.0906], [0.3129, 1.9428, -0.3629], [0.0925, 0.4280, -0.3231], [0.1646, -0.0851, 0.1600], [5.2671, 0.5657, 2.2761], [0.2973, -0.2312, -0.3337], [1.8425, 0.6290, 1.0712]],
  "total_charge": -1,
  "lumo_energy_ev": 3.63,
  "relative_energy_kj_mol": 776.6,
  "orbital_gap_ev": 9.461
}

=====

No. 4
{
  "formula": "C3H8Si",
  "method": "ωB97M-V/def2-TZVPD",
  "elements": ["C", "C", "C", "Si", "H", "H", "H", "H", "H", "H", "H", "H"],
  "coordinates": [[2.6888, -0.1614, 0.5388], [1.8813, 0.3007, -0.3343], [-2.3568, 0.3022, -0.4940], [-1.3822, -0.6245, 0.8991], [2.4492, 0.2207, 1.5924], [3.6240, -0.4184, 0.3670], [0.9702, 0.7917, -0.0258], [-3.3917, 0.3238, -0.0093], [-2.0161, 1.3275, -0.6536], [-2.5253, -0.2421, -1.4402], [2.3876, -0.0337, -1.5307], [-2.3290, -1.7863, 1.0905]],
  "atomic_forces_ev_per_a": [[-2.4343, 2.6712, 5.3809], [0.7829, -1.1885, -5.8969], [-1.1066, -0.7436, 0.9651], [-0.0416, 0.5975, -0.2091], [0.4864, -1.2439, -1.0807], [4.0438, -1.9054, -0.8441], [-0.1831, 0.0348, -0.8942], [0.9960, 0.2143, -0.5618], [0.0101, -0.2294, -0.1367], [0.2191, 0.2590, 0.3199], [-2.6001, 1.6547, 3.2563], [-0.1727, -0.1208, -0.2988]],
  "lumo_energy_ev": -0.55,
  "relative_energy_kj_mol": 328.7,
  "orbital_gap_ev": 7.678
}

=====

| no. | calculated total energy (a.u.) |
| --- | --- |
| 1 | -1411.2320 |
| 2 | -3174.2103 |
| 3 | -3032.4961 |
| 4 | -408.4165 |